(1)
{"formula": "C2H7N3", "method": "the ωB97M-V functional and the def2-TZVPD basis", "fmax_ev_per_a": 3.73, "e_lumo_ev": 0.90, "homo_lumo_gap_ha": 0.375, "smiles": "[H]/N=C\\NNC", "total_energy_ev": -6655.11013, "e_above_lowest_kj_mol": 274.6, "total_charge": 0, "symbols": ["H", "N", "C", "N", "N", "C", "H", "H", "H", "H", "H", "H"], "coordinates": [[1.186, -1.199, 0.743], [1.909, -0.888, 0.143], [1.589, 0.285, -0.231], [0.399, 0.917, 0.270], [-0.346, -0.095, 0.810], [-1.350, -0.405, -0.291], [2.329, 0.944, -0.684], [-0.112, 1.550, -0.358], [-0.676, 0.369, 1.598], [-2.402, -1.073, -0.087], [-1.761, 0.487, -0.753], [-0.766, -0.892, -1.160]], "forces_ev_per_angstrom": [[-0.9, -0.8, 0.6], [1.6, 1.3, -1.5], [0.6, 0.3, 1.2], [2.9, 0.4, -1.4], [-3.0, -0.6, -2.0], [-1.8, -2.5, -0.3], [-0.4, -0.1, -0.5], [0.5, -0.4, 0.2], [-1.9, 0.0, 1.8], [3.4, 1.5, 0.0], [-0.1, 0.6, 0.3], [-0.8, 0.4, 1.7]], "nbo_charge": [0.3535, -0.6642, 0.2288, -0.4904, -0.4638, -0.4582, 0.1745, 0.3541, 0.3660, 0.2135, 0.1685, 0.2177]}

---

(2)
{"formula": "C12H18P", "method": "the ωB97M-V functional and the def2-TZVPD basis", "fmax_ev_per_a": 4.52, "e_lumo_ev": [-5.26, -5.26], "homo_lumo_gap_ha": [0.242, 0.242], "total_energy_ev": -22015.03366, "e_above_lowest_kj_mol": 29.7, "total_charge": 1, "symbols": ["C", "C", "C", "C", "C", "C", "C", "C", "C", "C", "C", "C", "P", "H", "H", "H", "H", "H", "H", "H", "H", "H", "H", "H", "H", "H", "H", "H", "H", "H", "H"], "coordinates": [[0.916, -1.878, 1.643], [-0.431, -2.201, 1.262], [1.302, -0.595, 1.779], [0.882, 1.500, -0.808], [-1.339, -1.159, 1.140], [1.209, 1.383, 0.430], [0.407, 0.546, 1.468], [-0.929, 0.205, 1.121], [-2.851, -1.466, 1.260], [2.341, 2.027, 1.023], [-1.058, 1.359, -3.095], [0.365, -0.935, -2.347], [-0.466, 0.482, -1.580], [1.594, -2.724, 1.570], [-0.864, -3.159, 1.177], [2.286, -0.370, 2.251], [1.525, 2.058, -1.544], [0.149, 1.205, 2.504], [-1.705, 0.950, 1.063], [-3.111, -2.089, 0.393], [-3.338, -0.422, 1.324], [-2.978, -2.031, 2.168], [2.306, 1.982, 2.134], [2.519, 3.054, 0.630], [3.339, 1.454, 0.793], [-2.097, 1.146, -3.311], [-0.385, 1.283, -3.919], [-1.068, 2.443, -2.899], [1.162, -0.783, -3.075], [-0.317, -1.523, -2.944], [0.631, -1.742, -1.610]], "forces_ev_per_angstrom": [[-0.3, -1.1, -1.7], [-0.2, 3.1, 0.4], [0.8, 0.0, 1.3], [-0.9, -0.5, -4.4], [-1.1, 0.1, 1.0], [-1.1, -0.2, 2.3], [0.5, 1.4, 2.1], [-1.3, -2.4, -1.1], [1.3, 1.9, -1.1], [4.2, 0.4, 1.0], [-0.1, 1.6, 1.4], [0.2, -1.9, 0.6], [0.3, 0.6, 0.2], [0.3, 0.3, 0.9], [0.2, -1.3, 0.1], [-0.7, -0.1, -0.9], [-0.6, -0.3, 1.1], [1.1, -1.3, -2.4], [0.1, 0.3, 0.0], [-0.6, 0.5, 0.3], [0.1, -2.1, -0.3], [-0.4, -0.1, 0.3], [0.0, 0.6, -0.7], [-0.2, -0.7, 0.5], [-1.7, 0.9, 0.2], [0.0, -0.5, -0.3], [0.3, -0.6, -0.7], [0.0, -0.2, 0.3], [0.4, 0.5, 0.5], [-1.0, 0.2, -0.3], [0.3, 1.1, -0.3]], "nbo_charge": [-0.2272, -0.0702, -0.0896, -0.4937, -0.0414, 0.0703, -0.3912, 0.0343, -0.6308, -0.6708, -0.9335, -0.9807, 0.9344, 0.2456, 0.2345, 0.2462, 0.2549, 0.3142, 0.2397, 0.2383, 0.2243, 0.2384, 0.2244, 0.2615, 0.2469, 0.2608, 0.2448, 0.2521, 0.2577, 0.2611, 0.2446]}